C59H137N5O17 | ωB97M-V/def2-TZVPD

```
218
Properties=species:S:1:pos:R:3:mulliken_charge:R:1
O 6.46715 2.59114 0.08629 -0.60
O 5.70308 1.79268 -2.36654 -0.75
O -0.29876 2.83824 1.96679 2.50
O 2.00368 -1.04044 -7.18319 -0.48
O 2.14452 -0.60517 1.21719 1.11
O 4.75614 0.38825 0.68840 -0.48
O -5.40191 -0.41869 1.98929 -0.39
O -2.36329 -0.68403 6.13459 -0.47
O -0.25534 -1.80551 0.37915 1.04
O -4.64079 -1.43821 -0.66517 -0.62
O 0.23660 2.76962 -0.77033 2.61
O -0.79783 2.20704 6.20209 -0.54
O -4.78364 -4.31670 -0.96005 -0.66
O -1.72009 1.44244 3.70685 -0.11
O 0.23487 -0.23818 7.71567 -0.59
O -2.01097 -2.41035 -1.67808 0.28
O 1.36080 -4.04123 0.56897 0.19
N -0.36905 3.98369 -1.28625 0.28
N -3.32981 -4.57906 -0.69062 0.79
N 0.55717 -0.85407 -7.08655 -0.01
N 2.40369 -3.40971 1.40913 0.43
N -0.03067 3.65976 3.19887 0.40
C 3.88932 -5.20474 0.42597 -1.66
C -5.98374 0.83090 2.33000 -0.57
C -1.36341 -1.44306 -5.69049 -0.61
C 4.29348 1.85053 -2.59047 -0.11
C -3.77821 -6.86980 -1.53295 -1.76
C -4.18503 -5.85431 1.37825 -1.90
C -1.72403 -5.23063 1.06591 -0.76
C 4.60519 -3.73887 3.18659 -0.96
C 5.06794 1.38397 1.63748 0.46
C 1.90906 5.08636 -1.29258 -1.87
C -2.73067 -0.51651 4.78688 -0.75
C 0.64346 4.68793 -2.11981 1.27
C -1.31326 5.68766 -3.33519 -0.67
C 0.58433 1.12329 -8.51913 -2.19
C -2.87246 -1.53920 -2.31967 0.14
C 3.73750 0.44468 -2.55207 0.71
C 1.97062 2.26978 3.54645 -0.39
C 1.71063 4.55981 4.59949 -0.92
C -2.90850 -5.00698 -3.07887 -1.78
C -2.23427 4.90914 -2.37793 -1.51
C 0.06017 -0.42823 0.14824 0.70
C 0.76694 -3.15227 3.18830 -1.35
C -1.69767 2.56154 -2.87352 -1.39
C 0.16477 -1.67505 -5.91737 1.84
C 0.90169 -1.52506 -4.63599 -1.03
C 3.69658 -3.69252 0.75005 1.54
C -1.68982 3.64303 -1.79463 1.96
C 6.43082 1.90147 1.27707 -0.89
C -1.35164 -6.00214 -1.31500 -1.22
C -0.41976 5.87545 4.32374 -1.10
C 3.80834 -2.79675 -0.51774 -1.28
C -3.76111 -0.64979 -1.44256 0.11
C 0.97297 0.86081 7.32892 -0.03
C 1.45810 3.70318 3.38063 1.74
C 1.06061 5.96279 4.48931 -0.85
C -2.86567 -5.60856 -1.63617 1.70
C -2.65120 3.23444 -0.60519 -1.77
C 0.15675 2.13545 7.33343 -0.61
C 1.57312 -0.27862 -0.03244 0.67
C 3.20967 -3.35468 3.73555 -1.45
C 0.33403 -3.13928 -6.38588 -1.98
C -1.20946 0.71322 -6.87727 -2.35
C 1.24491 3.84225 -3.30026 -0.76
C -0.78999 4.92405 3.07828 1.07
C 0.01633 5.96695 -2.65552 -1.44
C -1.22990 -6.41281 0.16183 -1.22
C -3.43181 -3.47133 1.55950 -1.97
C 1.93364 -5.38917 3.08249 -1.49
C 0.28017 0.60829 -7.13328 2.44
C 2.22112 4.25726 2.14797 -1.50
C -5.14032 1.90811 1.67384 -0.55
C -2.35693 4.64376 3.08045 -1.54
C -0.40219 5.72986 1.84913 -1.63
C 4.70891 -3.19520 1.76116 -0.58
C 2.07555 -3.85139 2.83995 2.18
C -1.67771 0.02777 -5.58867 1.64
C 1.14340 1.38475 -6.05239 -1.34
C -3.19319 -4.83866 0.85122 2.37
C -1.60521 0.04255 3.93371 1.40
H 3.89729 -1.76980 -0.16477 0.02
H 2.03590 -1.30459 -8.12291 0.37
H 1.98433 -1.63145 -4.80631 0.54
H -0.21453 4.99536 1.01925 -0.02
H -5.17507 -5.57370 1.01247 0.39
H 3.01634 -3.86478 4.69870 0.46
H 4.79542 -3.04312 -0.93531 0.65
H 4.91669 -5.35316 0.12232 0.42
H 3.85297 2.47132 -1.80226 -0.04
H -3.48812 -7.51159 -0.70672 0.30
H -7.04096 0.82758 2.04010 0.36
H -1.17572 -6.81415 -2.01095 0.64
H 5.32931 -3.39302 3.93183 0.48
H 1.66271 1.31430 -8.64637 0.38
H 2.67355 0.48485 -2.79921 -0.45
H -2.97887 -1.47609 4.29446 0.15
H 1.20883 1.75700 4.14558 -1.16
H 1.92018 0.74248 -0.29190 -0.03
H 3.82173 0.14522 0.84795 -0.40
H 4.08455 2.36345 -3.52514 0.60
H -0.90447 6.82332 4.12681 0.46
H -0.07889 6.71326 -1.88549 0.33
H 2.11808 1.73299 2.60249 -0.45
H -3.53075 -2.13312 -2.97880 0.49
H -0.43248 2.19621 8.21871 0.43
H 2.45800 4.22759 -0.90701 -0.14
H 2.59370 5.61561 -1.96244 0.67
H -3.89140 -6.87209 1.13524 0.29
H 0.62998 -3.32711 4.27211 0.79
H -3.67763 3.34843 -0.96722 0.70
H -1.07678 5.05111 -4.19934 0.28
H 0.49302 6.37527 1.97145 0.32
H -0.94400 2.20214 2.34904 -0.73
H -3.15914 -0.04967 -0.78575 -0.30
H -0.23050 0.06487 1.06256 -0.91
H -0.43994 -0.45034 7.08380 0.32
H -6.00416 0.89254 3.45414 0.36
H 1.36062 0.77206 6.30522 -0.03
H -1.49024 1.77070 -6.84402 0.50
H 0.71251 -0.57235 -4.15487 -0.19
H -4.48261 -3.20470 1.49523 0.71
H -1.82169 -7.32266 0.33722 0.55
H -1.35516 2.97352 -3.82295 0.21
H 3.65648 -5.78455 1.30817 0.35
H 6.07539 2.02152 -0.60996 0.48
H -0.91052 -1.98619 -0.32412 -0.61
H 3.22902 -5.47486 -0.40625 0.26
H -1.57174 1.68116 6.45291 0.21
H 0.06017 2.07424 -8.63579 0.42
H 5.14698 0.97903 2.68085 0.28
H -2.88183 5.59556 3.21982 0.59
H -4.78125 -6.50770 -1.38536 0.31
H 1.30503 6.66080 5.25176 0.56
H 4.63033 -4.84173 3.20236 0.35
H 2.88731 -5.91929 3.14640 0.52
H -0.84388 5.49610 5.28723 0.29
H 1.64928 2.91986 -2.88729 -0.33
H -2.43468 -3.24850 -1.30679 -0.73
H -2.68846 2.13008 -2.97497 0.82
H 1.85427 3.77289 1.24136 -0.48
H -0.17495 -6.57822 0.44546 0.35
H 0.22479 0.42553 -9.27992 0.49
H 2.41645 -1.57493 1.24793 -0.84
H -0.02538 2.83359 0.18267 -1.07
H -1.21810 6.40330 1.60400 0.69
H 1.43862 6.39463 3.54498 0.35
H -0.13025 -3.45543 2.63852 -0.28
H -1.91960 -1.87245 -6.53526 0.61
H -2.45987 5.58403 -1.54103 0.44
H 0.75595 3.03862 7.22501 0.27
H -2.49513 2.20980 -0.23088 -0.27
H -0.14130 -3.82719 -5.66958 0.29
H -3.92837 -4.83747 -3.41526 0.42
H 0.46197 -2.27848 -3.96125 0.27
H 1.27516 -5.87248 2.36712 -0.12
H 0.92138 -2.08191 3.10279 -0.36
H 1.44446 4.00807 5.50527 -0.04
H 1.83406 0.87347 8.01361 0.45
H -2.45308 -5.72596 -3.74047 0.58
H -1.78476 6.57889 -3.80826 0.38
H 4.31499 2.17078 1.57388 -0.38
H -5.16252 1.83628 0.60120 0.27
H -4.79255 -1.04612 0.20999 0.15
H -0.67891 -0.20301 4.45969 -0.11
H -1.15268 -4.33307 0.87687 -0.71
H 3.26187 4.01682 2.36773 0.64
H 3.73510 0.01473 -1.57343 -0.69
H -3.13354 -0.90111 6.65308 0.28
H -4.20261 -5.79327 2.47406 0.45
H 1.38859 -3.41936 -6.46477 0.40
H 1.83815 -0.96723 -0.82843 -0.34
H -1.68493 0.25003 -7.72689 0.44
H -3.21108 -3.49662 2.64504 0.67
H 4.23704 -0.21981 -3.26094 0.68
H 2.02742 4.42998 -3.77546 0.81
H -3.20786 4.65625 -2.82722 0.44
H 0.76643 1.14443 -5.05167 -0.37
H 4.59459 -2.09624 1.78963 -0.17
H -3.73677 -7.43824 -2.49477 0.44
H -1.25083 2.00396 4.36810 -0.20
H -2.28102 -0.87335 -2.94125 -0.71
H -3.56153 0.17361 4.65289 0.36
H -1.65727 -2.01730 -4.80054 -0.78
H 0.75778 -3.28228 0.55746 -0.21
H -4.34849 0.00154 -2.08031 0.53
H 2.79832 4.67670 4.71034 0.39
H -0.99117 1.74214 -2.68074 -0.40
H 1.67537 5.80178 -0.49170 0.29
H 5.71384 -3.36586 1.37701 0.60
H -4.10768 1.84522 2.04310 -0.12
H 0.75887 6.37317 -3.36754 0.41
H -5.46105 2.92258 1.94235 0.41
H 2.95097 -2.32156 3.87247 0.33
H 1.43207 -5.44031 4.07375 0.49
H -2.74297 0.21729 -5.34545 0.64
H -2.53234 3.93620 0.23133 -0.25
H 1.04507 2.46075 -6.18247 0.55
H -0.66056 -5.18002 -1.56094 0.09
H 2.15384 5.34286 2.03005 0.52
H -0.17541 -3.32891 -7.35599 0.47
H 0.49437 3.58126 -4.04578 -0.35
H -2.60238 3.99469 3.93018 0.12
H -2.27780 -4.10096 -3.14067 0.10
H -0.50387 -0.01852 -0.67743 -0.02
H -2.64662 4.22414 2.11170 0.13
H 7.09647 1.01831 1.33865 0.28
H -4.85562 -3.35504 -0.91821 0.27
H 2.91261 2.29083 4.13172 0.69
H 6.77280 2.63508 2.02418 0.43
H 6.11808 2.64011 -2.56104 0.32
H -5.64556 -1.05103 2.66292 0.22
H 2.18495 1.08553 -6.14180 0.50
H -2.81294 -2.71574 1.07751 -0.20
H 3.00095 -2.90641 -1.24968 0.04
H -1.59721 -0.45368 2.92646 -0.76
H -1.13545 0.54454 -4.78523 -1.33
H -1.54442 -5.44102 2.11902 0.97
```

- HOMO energy (eV) = -8.262
- energy (hartree) = -3882.8229
- max |F| (eV/A) = 2.49
- charge = 0
- molar mass (Da) = 1188.76
- HOMO-LUMO gap (eV) = 8.275
- E_LUMO (eV) = 0.0127
- SMILES string = CC1(C)CCCC(C)(C)N1O.CC1(C)CCCC(C)(C)N1O.CC1(C)CCCC(C)(C)N1O.CC1(C)CCCC(C)(C)N1O.CC1(C)CCCC(C)(C)N1O.OCCO.OCCO.OCCO.OCCO.OCCO.CCO.CCO